[1]
{"formula": "C26H34F9N2O8", "method": "ωB97M-V with the def2-TZVPD basis set", "gap_ha": 0.2671, "e_homo_ev": -12.76, "multiplicity": 1, "charge": 1, "species": ["C", "C", "C", "C", "C", "N", "C", "C", "O", "O", "C", "C", "N", "C", "C", "C", "C", "C", "H", "H", "H", "H", "H", "H", "H", "H", "H", "H", "H", "H", "H", "H", "H", "H", "H", "H", "H", "C", "C", "O", "C", "O", "C", "F", "F", "F", "H", "H", "H", "H", "H", "C", "C", "O", "C", "O", "C", "F", "F", "F", "H", "H", "H", "H", "H", "C", "C", "O", "C", "O", "C", "F", "F", "F", "H", "H", "H", "H", "H"], "coordinates": [[2.176, 3.686, 0.727], [2.071, 2.490, 0.160], [2.077, 0.884, -0.016], [0.663, 0.173, -0.148], [-0.714, 1.045, -0.150], [-0.777, 1.810, -1.444], [0.636, -1.405, -0.274], [-0.704, -2.291, -0.419], [-1.739, -2.173, 0.318], [-0.754, -3.348, -1.425], [2.031, -2.184, -0.267], [3.351, -1.326, -0.164], [3.366, 0.153, -0.046], [4.712, 0.812, 0.034], [5.057, 1.764, -1.239], [5.205, 0.966, -2.640], [3.791, 0.549, -3.324], [3.970, -0.895, -4.093], [2.251, 4.657, 1.362], [-0.744, 1.789, 0.726], [-1.649, 0.361, -0.134], [-0.137, 2.624, -1.447], [-0.488, 1.212, -2.252], [-1.384, -3.063, -2.147], [2.098, -3.332, -0.333], [4.359, -1.906, -0.180], [4.737, 1.473, 0.983], [5.520, -0.004, 0.138], [6.107, 2.225, -1.016], [4.339, 2.678, -1.331], [5.713, 1.715, -3.380], [5.926, 0.069, -2.557], [3.461, 1.290, -4.148], [2.913, 0.463, -2.585], [5.022, -1.360, -3.909], [3.211, -1.687, -3.731], [3.793, -0.768, -5.234], [-5.118, 1.238, 0.593], [-4.247, 2.403, 1.021], [-4.933, 3.648, 0.826], [-5.819, 3.995, 1.792], [-6.051, 3.324, 2.771], [-6.439, 5.356, 1.487], [-6.827, 5.472, 0.195], [-5.570, 6.368, 1.717], [-7.532, 5.613, 2.235], [-5.459, 1.371, -0.437], [-4.568, 0.296, 0.667], [-6.013, 1.165, 1.217], [-3.349, 2.436, 0.397], [-3.914, 2.300, 2.059], [1.133, 1.455, 6.063], [0.235, 2.648, 6.326], [0.947, 3.877, 6.106], [1.053, 4.279, 4.819], [0.597, 3.671, 3.876], [1.784, 5.616, 4.734], [2.896, 5.650, 5.504], [1.007, 6.644, 5.141], [2.186, 5.916, 3.475], [2.046, 1.522, 6.661], [0.618, 0.523, 6.306], [1.441, 1.416, 5.015], [-0.076, 2.648, 7.374], [-0.675, 2.612, 5.720], [-1.043, -6.617, -1.760], [-2.474, -6.618, -2.261], [-2.513, -6.801, -3.685], [-2.390, -8.078, -4.123], [-2.249, -9.033, -3.396], [-2.497, -8.134, -5.645], [-1.757, -7.177, -6.253], [-3.771, -7.958, -6.068], [-2.085, -9.313, -6.156], [-0.450, -5.870, -2.293], [-1.009, -6.400, -0.690], [-0.564, -7.585, -1.931], [-2.936, -5.648, -2.055], [-3.080, -7.376, -1.755]]}


[2]
{"formula": "C45H84O21", "method": "ωB97M-V with the def2-TZVPD basis set", "gap_ha": 0.3718, "e_homo_ev": -9.78, "multiplicity": 1, "species": ["C", "O", "C", "O", "O", "C", "H", "H", "H", "H", "H", "H", "C", "O", "C", "O", "O", "C", "H", "H", "H", "H", "H", "H", "C", "O", "C", "O", "O", "C", "H", "H", "H", "H", "H", "H", "O", "C", "C", "C", "C", "O", "H", "H", "H", "H", "H", "H", "O", "C", "C", "C", "C", "O", "H", "H", "H", "H", "H", "H", "O", "C", "C", "C", "C", "O", "H", "H", "H", "H", "H", "H", "C", "C", "C", "O", "C", "H", "H", "H", "H", "H", "H", "H", "H", "C", "C", "C", "O", "C", "H", "H", "H", "H", "H", "H", "H", "H", "C", "C", "C", "O", "C", "H", "H", "H", "H", "H", "H", "H", "H", "C", "C", "C", "O", "C", "H", "H", "H", "H", "H", "H", "H", "H", "C", "C", "C", "O", "C", "H", "H", "H", "H", "H", "H", "H", "H", "C", "C", "C", "O", "C", "H", "H", "H", "H", "H", "H", "H", "H"], "coordinates": [[-1.944, -5.036, -1.260], [-1.072, -6.021, -0.730], [-1.529, -7.144, -0.241], [-2.710, -7.493, -0.268], [-0.523, -7.927, 0.125], [-0.691, -9.251, 0.537], [-1.298, -4.207, -1.548], [-2.553, -4.689, -0.425], [-2.491, -5.274, -2.172], [-1.039, -9.857, -0.300], [-1.518, -9.305, 1.245], [0.274, -9.618, 0.884], [5.013, 0.655, 1.107], [4.518, 1.493, 0.024], [4.937, 1.350, -1.236], [5.757, 0.541, -1.604], [4.330, 2.299, -1.901], [4.598, 2.473, -3.290], [4.447, 0.790, 2.029], [6.003, 1.062, 1.316], [4.990, -0.408, 0.866], [5.665, 2.658, -3.408], [4.166, 3.397, -3.677], [4.316, 1.661, -3.960], [1.118, -5.180, 6.341], [1.001, -4.909, 4.950], [-0.157, -4.358, 4.489], [-1.102, -3.984, 5.241], [-0.001, -4.165, 3.199], [-1.076, -3.613, 2.429], [0.750, -4.416, 7.026], [2.148, -5.403, 6.619], [0.525, -6.032, 6.672], [-1.387, -2.644, 2.820], [-1.954, -4.220, 2.210], [-0.662, -3.343, 1.458], [0.513, 2.005, 7.173], [0.572, 0.920, 6.621], [1.609, 0.365, 5.682], [0.974, -1.000, 5.242], [-0.238, -1.188, 6.067], [-0.413, 0.044, 6.752], [1.669, 1.056, 4.841], [2.646, 0.242, 5.996], [0.804, -1.104, 4.170], [1.662, -1.824, 5.430], [-1.132, -1.446, 5.498], [0.016, -1.939, 6.815], [2.481, 6.997, 2.507], [2.339, 5.854, 2.831], [2.585, 4.674, 1.946], [1.979, 3.569, 2.775], [2.093, 3.994, 4.259], [2.111, 5.439, 4.147], [2.144, 4.885, 0.972], [3.673, 4.607, 1.935], [0.920, 3.620, 2.520], [2.550, 2.661, 2.581], [1.308, 3.595, 4.902], [3.101, 3.767, 4.605], [-1.178, 1.902, 4.327], [-2.148, 1.567, 3.630], [-2.930, 0.298, 3.756], [-3.773, 0.228, 2.476], [-3.614, 1.678, 1.872], [-2.494, 2.211, 2.483], [-2.212, -0.516, 3.853], [-3.515, 0.290, 4.675], [-3.275, -0.541, 1.885], [-4.828, -0.014, 2.607], [-3.469, 1.515, 0.804], [-4.481, 2.289, 2.125], [-4.520, -1.459, -0.756], [-4.445, -0.408, -1.838], [-3.691, -1.056, -2.999], [-3.940, -2.470, -2.819], [-4.733, -2.625, -1.677], [-5.333, -1.307, -0.046], [-3.678, -1.652, -0.091], [-3.989, 0.520, -1.491], [-5.452, -0.133, -2.151], [-2.614, -0.899, -2.940], [-3.998, -0.669, -3.970], [-4.389, -3.490, -1.110], [-5.747, -2.764, -2.052], [0.989, -0.029, -4.871], [1.435, 1.424, -4.820], [2.429, 1.640, -5.991], [3.077, 0.410, -5.984], [2.180, -0.645, -5.641], [0.019, -0.149, -5.354], [0.868, -0.464, -3.879], [2.029, 1.610, -3.925], [0.552, 2.062, -4.838], [3.112, 2.454, -5.749], [1.933, 1.823, -6.943], [2.714, -1.493, -5.213], [1.806, -1.051, -6.581], [-2.155, 3.730, -4.082], [-3.058, 4.146, -5.194], [-3.557, 2.876, -5.814], [-3.109, 1.842, -4.836], [-2.761, 2.466, -3.650], [-1.930, 4.443, -3.290], [-1.206, 3.346, -4.457], [-2.580, 4.715, -5.992], [-3.877, 4.744, -4.795], [-3.060, 2.678, -6.763], [-4.634, 2.940, -5.970], [-2.151, 1.810, -3.028], [-3.619, 2.604, -2.992], [-2.102, 5.824, -0.465], [-0.631, 5.712, -0.139], [-0.424, 4.312, -0.712], [-1.601, 3.553, -0.457], [-2.692, 4.431, -0.211], [-2.281, 6.186, -1.478], [-2.639, 6.606, 0.071], [-0.327, 5.696, 0.908], [-0.007, 6.468, -0.616], [0.435, 3.812, -0.266], [-0.289, 4.284, -1.793], [-2.976, 4.337, 0.838], [-3.541, 4.199, -0.854], [0.266, -0.021, -1.009], [1.024, 0.681, 0.104], [-0.013, 0.641, 1.184], [-0.502, -0.699, 1.174], [-0.498, -1.133, -0.178], [0.819, -0.456, -1.842], [-0.481, 0.647, -1.438], [1.380, 1.660, -0.218], [1.956, 0.182, 0.368], [-0.810, 1.358, 0.988], [0.407, 0.921, 2.151], [-1.485, -1.182, -0.637], [0.042, -2.067, -0.333], [4.767, -2.889, -1.728], [4.201, -3.093, -0.348], [2.718, -3.124, -0.556], [2.484, -3.119, -1.937], [3.602, -2.508, -2.581], [5.203, -3.847, -2.011], [5.506, -2.098, -1.854], [4.622, -2.427, 0.406], [4.506, -4.068, 0.033], [2.291, -2.369, 0.105], [2.368, -4.090, -0.193], [3.338, -1.452, -2.643], [3.561, -2.972, -3.567]]}


[3]
{"formula": "C34H35BiIN8O5PS", "method": "ωB97M-V with the def2-TZVPD basis set", "gap_ha": 0.2657, "e_homo_ev": -8.04, "multiplicity": 1, "species": ["Bi", "C", "C", "N", "N", "C", "N", "S", "C", "C", "C", "C", "C", "N", "H", "H", "H", "H", "H", "H", "H", "H", "H", "H", "N", "C", "O", "C", "C", "H", "H", "H", "H", "H", "H", "O", "C", "O", "C", "C", "C", "N", "C", "C", "C", "O", "O", "H", "H", "H", "I", "C", "C", "N", "N", "C", "H", "H", "H", "C", "P", "C", "C", "C", "C", "C", "C", "C", "C", "C", "C", "C", "C", "H", "H", "H", "H", "H", "H", "H", "H", "H", "H", "H", "H", "H"], "coordinates": [[0.188, 0.576, -0.355], [-0.813, 2.392, 4.115], [0.062, 2.352, 2.895], [0.843, 1.402, 2.560], [0.955, 0.302, 3.336], [2.040, -0.525, 3.146], [2.155, -1.463, 4.116], [3.099, -0.388, 1.893], [0.120, 3.509, 1.968], [-0.087, 4.802, 2.433], [0.150, 5.866, 1.577], [0.589, 5.604, 0.291], [0.738, 4.281, -0.098], [0.491, 3.252, 0.709], [-1.253, 1.414, 4.317], [-0.257, 2.709, 5.002], [-1.639, 3.085, 3.970], [0.473, 0.265, 4.224], [1.339, -1.766, 4.626], [2.848, -2.171, 3.939], [-0.393, 4.976, 3.455], [0.009, 6.884, 1.917], [0.800, 6.400, -0.409], [1.041, 4.022, -1.107], [-4.177, -0.697, -1.857], [-3.449, -0.773, -0.731], [-3.051, -1.835, -0.261], [-3.175, 0.530, -0.011], [-1.840, 0.577, 0.728], [-4.392, -1.556, -2.334], [-4.479, 0.174, -2.294], [-3.982, 0.620, 0.728], [-3.309, 1.375, -0.686], [-1.777, -0.228, 1.463], [-1.795, 1.525, 1.266], [-5.403, 1.719, -3.402], [-4.723, 2.606, -3.978], [-4.975, 3.375, -4.902], [-3.291, 2.485, -3.470], [-2.825, 3.319, -2.455], [-1.740, 2.925, -1.707], [-1.086, 1.780, -1.941], [-1.427, 1.061, -3.021], [-2.492, 1.397, -3.825], [-0.688, -0.244, -3.219], [-0.724, -0.818, -4.285], [-0.057, -0.661, -2.159], [-3.375, 4.211, -2.183], [-1.441, 3.483, -0.831], [-2.763, 0.731, -4.632], [6.077, 0.968, -2.746], [4.083, 1.436, -2.927], [3.296, 1.318, -4.049], [2.083, 1.789, -3.706], [2.024, 2.195, -2.432], [3.236, 1.976, -1.944], [3.508, 0.946, -5.037], [1.258, 1.840, -4.282], [3.463, 2.205, -0.914], [-0.702, -3.457, -1.054], [0.341, -2.478, 0.079], [2.002, -3.072, -0.388], [2.942, -2.179, -0.889], [4.184, -2.624, -1.323], [4.498, -3.972, -1.258], [3.565, -4.876, -0.768], [2.325, -4.429, -0.344], [-0.025, -3.265, 1.689], [-1.348, -3.190, 2.135], [-1.712, -3.745, 3.354], [-0.764, -4.390, 4.139], [0.550, -4.464, 3.704], [0.923, -3.892, 2.494], [-0.413, -4.507, -1.005], [-0.547, -3.075, -2.062], [-1.750, -3.335, -0.792], [2.713, -1.121, -0.951], [4.901, -1.914, -1.710], [5.466, -4.320, -1.595], [3.801, -5.932, -0.725], [1.601, -5.145, 0.026], [-2.095, -2.698, 1.522], [-2.743, -3.690, 3.680], [-1.053, -4.845, 5.079], [1.292, -4.977, 4.305], [1.954, -3.943, 2.173]]}


[4]
{"formula": "C52H56AsBrIN3OSiTa", "method": "ωB97M-V with the def2-TZVPD basis set", "gap_ha": 0.2657, "e_homo_ev": -10.40, "multiplicity": 1, "charge": 1, "species": ["Ta", "C", "Si", "C", "C", "N", "C", "C", "C", "C", "C", "C", "O", "C", "C", "C", "C", "C", "C", "H", "H", "H", "H", "H", "H", "H", "H", "H", "H", "H", "H", "H", "H", "H", "H", "H", "H", "Br", "C", "C", "C", "C", "C", "C", "I", "H", "H", "H", "H", "C", "N", "C", "C", "C", "C", "C", "C", "C", "C", "H", "H", "H", "H", "H", "H", "H", "H", "H", "H", "H", "H", "C", "C", "C", "C", "N", "H", "H", "H", "H", "H", "H", "H", "H", "H", "C", "C", "C", "C", "C", "C", "As", "C", "C", "C", "C", "C", "C", "C", "C", "C", "C", "C", "C", "H", "H", "H", "H", "H", "H", "H", "H", "H", "H", "H", "H", "H"], "coordinates": [[-0.436, 0.540, -0.045], [-2.441, -1.117, -2.850], [-2.867, 0.743, -2.628], [-3.095, 1.371, -4.368], [-4.385, 1.283, -1.660], [-1.506, 1.395, -1.633], [-1.567, 2.802, -1.395], [-1.545, 3.771, -2.451], [-1.615, 5.133, -2.172], [-1.713, 5.548, -0.836], [-1.735, 4.607, 0.179], [-1.609, 3.281, -0.087], [-1.557, 2.263, 0.944], [-2.185, 2.613, 2.183], [-1.597, 3.505, 3.081], [-2.213, 3.789, 4.286], [-3.410, 3.104, 4.615], [-3.895, 2.139, 3.758], [-3.335, 1.925, 2.507], [-3.362, -1.694, -3.007], [-1.892, -1.581, -2.033], [-1.863, -1.144, -3.783], [-2.440, 0.828, -5.057], [-2.918, 2.419, -4.576], [-4.144, 1.176, -4.692], [-5.206, 0.577, -1.817], [-4.648, 2.317, -2.014], [-4.200, 1.335, -0.596], [-1.344, 3.447, -3.458], [-1.594, 5.867, -2.973], [-1.804, 6.585, -0.560], [-1.901, 4.996, 1.177], [-0.681, 4.014, 2.849], [-1.798, 4.527, 4.961], [-3.950, 3.356, 5.529], [-4.792, 1.573, 4.009], [-3.741, 1.210, 1.800], [1.188, 4.226, 5.727], [1.372, 2.422, 6.314], [1.640, 2.157, 7.658], [1.642, 0.849, 8.116], [1.419, -0.195, 7.213], [1.213, 0.096, 5.881], [1.217, 1.388, 5.402], [1.224, 1.589, 3.323], [1.700, 2.979, 8.335], [1.845, 0.674, 9.160], [1.397, -1.222, 7.558], [1.050, -0.679, 5.154], [2.622, -4.091, 1.205], [1.965, -3.285, 2.219], [1.070, -3.983, 3.118], [1.345, -2.085, 1.697], [2.180, -0.864, 1.409], [3.474, -0.780, 1.939], [4.282, 0.369, 1.760], [3.779, 1.410, 0.977], [2.467, 1.318, 0.470], [1.613, 0.211, 0.701], [3.158, -4.877, 1.726], [3.340, -3.472, 0.645], [1.918, -4.546, 0.499], [1.488, -4.929, 3.440], [0.131, -4.190, 2.571], [0.843, -3.362, 3.969], [0.547, -1.759, 2.340], [0.873, -2.303, 0.744], [3.881, -1.650, 2.451], [5.322, 0.430, 2.089], [4.355, 2.291, 0.733], [2.164, 2.180, -0.104], [-2.414, -2.054, 2.519], [-2.353, -1.844, 1.018], [-3.743, -1.432, 0.463], [-2.018, -3.201, 0.387], [-1.365, -0.836, 0.648], [-3.190, -2.798, 2.706], [-2.658, -1.139, 3.078], [-1.468, -2.446, 2.849], [-4.477, -2.235, 0.495], [-3.668, -1.080, -0.580], [-4.152, -0.588, 1.015], [-2.852, -3.881, 0.544], [-1.145, -3.619, 0.858], [-1.791, -3.098, -0.680], [5.761, -0.310, -2.348], [5.130, -1.395, -1.775], [3.754, -1.450, -1.671], [2.988, -0.387, -2.081], [3.585, 0.747, -2.567], [4.959, 0.787, -2.714], [1.047, -0.504, -2.121], [0.734, 0.211, -3.923], [0.816, 1.544, -4.305], [0.877, 1.825, -5.670], [0.752, 0.783, -6.619], [0.576, -0.523, -6.194], [0.573, -0.793, -4.841], [0.487, -2.172, -4.287], [0.118, -3.321, -4.973], [0.068, -4.554, -4.340], [0.364, -4.640, -3.003], [0.650, -3.496, -2.281], [0.748, -2.261, -2.896], [6.818, -0.333, -2.587], [5.761, -2.240, -1.490], [3.271, -2.301, -1.257], [3.019, 1.566, -2.963], [5.393, 1.645, -3.194], [0.955, 2.350, -3.604], [1.063, 2.834, -6.009], [0.830, 0.996, -7.673], [0.522, -1.349, -6.900], [-0.092, -3.235, -6.042], [-0.164, -5.443, -4.898], [0.345, -5.577, -2.471], [0.837, -3.574, -1.246]]}


[5]
{"formula": "C7H10NOP", "method": "ωB97M-V with the def2-TZVPD basis set", "gap_ha": [0.3045, 0.2630], "e_homo_ev": [-9.18, -7.84], "multiplicity": 1, "species": ["C", "C", "C", "C", "C", "C", "C", "N", "O", "P", "H", "H", "H", "H", "H", "H", "H", "H", "H", "H"], "coordinates": [[-2.356, -1.211, 1.123], [-1.762, -0.164, 0.992], [-1.294, 1.627, -0.712], [-0.480, 1.950, -1.726], [0.309, 0.749, 1.231], [-1.051, 1.069, 0.806], [0.716, -1.645, -1.108], [1.843, -1.109, -0.359], [3.134, 0.664, 0.915], [1.897, 0.467, 0.123], [-2.668, -2.151, 1.298], [-2.360, 1.807, -0.881], [0.563, 1.956, -1.900], [0.716, 1.576, 1.863], [0.187, -0.313, 1.520], [-1.554, 1.882, 1.450], [0.068, -0.926, -1.509], [1.232, -2.075, -2.080], [0.163, -2.504, -0.722], [2.696, -1.651, -0.325]]}


Look up the multiplicity of the third one. 1